# 1
Computed, not measured: the ion C9H18N with charge +1 at a distorted geometry, with ωB97M-V with the def2-TZVPD basis set.

Cartesian coordinates (Å):
C 1.29471 1.96100 1.53290
C 1.66359 1.45936 0.37988
C 1.23331 0.26144 -0.21368
C 2.10114 -0.23234 -1.36845
C -0.41368 -0.33778 -0.47934
C -1.64026 0.42112 -0.11856
C -2.41004 0.73640 -1.30012
C -2.35269 -0.36252 0.88625
N 0.53275 -0.80179 0.52127
C 1.05983 -2.20279 0.45070
H 1.83608 2.87226 1.87646
H 0.81588 1.59061 2.42472
H 2.15842 2.18595 -0.30263
H 1.87542 0.51245 -2.09722
H 1.86675 -1.15531 -1.76613
H 3.15791 -0.30930 -0.99986
H -0.37972 -1.04396 -1.31248
H -1.27310 1.47306 0.32605
H -2.91950 -0.05330 -1.84393
H -1.77925 1.27147 -2.02723
H -3.08946 1.60194 -0.97220
H -2.47950 -1.39587 0.44070
H -3.36947 0.05293 1.13288
H -1.71780 -0.32110 1.87258
H 0.41445 -0.50236 1.45003
H 2.17604 -2.06067 0.62913
H 0.80696 -2.95339 1.32924
H 0.83125 -2.66749 -0.45096

Frontier orbital gap = 10.22 eV
SMILES = C=C[C@]1(C)[C@H](C(C)C)[N@H+]1C
Charge = +1
E = -11104.985 eV
HOMO level = -13.331 eV
Strongest force on any atom = 5.94 eV Å⁻¹
Energy above the lowest of the compared OMol25 structures with the same formula, charge and spin = 2.739 eV


# 2
Computed, not measured: a structure of composition C9H18N2O at a distorted geometry, with ωB97M-V with the def2-TZVPD basis set.

Cartesian coordinates (Å):
C -2.37801 0.52086 -0.93061
C -1.17307 0.41019 0.03287
C -1.50845 0.60797 1.48752
C -0.49812 1.76157 -0.40202
C 0.79331 2.18524 0.07051
C 1.81279 1.19242 -0.38708
C 1.51474 -0.30139 -0.04318
C 1.59306 -0.72820 1.45427
C 2.18962 -1.16975 -0.90841
H -3.18594 -0.21096 -0.96657
H -2.66338 1.73732 -0.83656
H -2.06960 0.49624 -2.10990
H -0.96618 1.18273 2.33847
H -2.38167 1.51048 1.53959
H -1.81525 -0.29796 2.04542
H -1.01707 2.52458 0.05818
H -0.76485 1.69101 -1.51209
H 0.80688 2.09501 1.10387
H 1.02553 3.14253 -0.35628
H 1.75308 1.25045 -1.50650
H 2.85882 1.52687 -0.27702
H 0.52843 -0.61763 2.25968
H 2.55821 -0.11737 2.03506
H 1.60254 -1.98312 1.32230
H 1.85874 -1.15977 -1.94160
H 3.21506 -0.82196 -0.99989
H 1.90984 -1.95798 -0.22895
N -0.16425 -0.65451 -0.33478
N -0.46404 -2.01260 -0.16984
O -1.61628 -2.27427 -0.08476

Frontier orbital gap = 9.48 eV
Charge = 0
E = -14644.271 eV
HOMO level = -8.777 eV
Strongest force on any atom = 7.04 eV Å⁻¹
Energy above the lowest of the compared OMol25 structures with the same formula, charge and spin = 7.553 eV


# 3
Computed, not measured: a cluster of 2 separate species, C9H18N2O2 in total at a distorted geometry, with ωB97M-V with the def2-TZVPD basis set.

Cartesian coordinates (Å):
O 1.62598 -2.64034 -1.09698
C 1.43667 -1.47071 -1.25570
C 1.08636 -0.27996 -1.52930
C 2.03132 0.89233 -1.51163
C 2.03527 1.66867 -0.20633
C 3.06470 1.18621 0.75165
N 2.97943 -0.28501 1.11131
O 3.94118 -0.88079 1.97537
H -0.04438 -0.22482 -1.51906
H 1.90184 1.46649 -2.30627
H 2.99799 0.35813 -1.51467
H 2.26623 2.74672 -0.27989
H 1.04630 1.64764 0.29934
H 4.10410 1.36466 0.32943
H 2.94424 1.67917 1.73924
H 2.95271 -0.84522 0.21629
H 3.51953 -0.73966 2.91472
C -3.12148 -0.87617 1.22949
C -4.03724 -0.56671 0.06005
C -3.06379 -0.24417 -1.10126
N -1.84840 0.39255 -0.45949
C -1.66340 -0.42721 0.67750
H -3.41419 -0.16100 2.08116
H -3.00365 -1.98935 1.27123
H -4.57451 -1.37212 -0.49521
H -4.73284 0.24242 0.25766
H -2.82795 -1.21020 -1.57721
H -3.66878 0.42704 -1.79136
H -1.94486 1.30227 -0.20113
H -0.95490 0.07546 1.47810
H -1.03350 -1.23630 0.45290

Frontier orbital gap = 9.27 eV
SMILES = O=C=CCCCNO.C1CCNC1
Charge = 0
E = -16694.836 eV
HOMO level = -8.519 eV
Strongest force on any atom = 5.06 eV Å⁻¹
Energy above the lowest of the compared OMol25 structures with the same formula, charge and spin = 5.410 eV


# 4
Computed, not measured: an isolated molecule of C9H18N2OS at a distorted geometry, with ωB97M-V with the def2-TZVPD basis set.

Cartesian coordinates (Å):
C 0.79560 -2.10223 1.56467
C 0.57680 -1.32947 0.33537
C 0.36241 -1.72392 -0.97107
N 0.49929 -0.93967 -2.05581
C 0.21155 -1.53908 -3.32144
C 0.82583 0.47312 -1.95899
C -0.52768 1.23435 -2.10780
N 1.75626 0.88347 -0.91808
S 1.19125 0.32245 0.60187
O 2.21353 0.15875 1.63832
C -0.16211 1.41252 1.51487
C 0.51899 2.75310 1.61022
C -0.47883 0.63633 2.82281
H 1.82955 -1.86755 2.02758
H 0.82598 -3.18907 1.34879
H -0.01052 -1.92040 2.37167
H 0.08937 -2.80322 -1.26833
H -0.92821 -1.39091 -3.44649
H 0.53609 -2.63645 -3.23726
H 0.87709 -0.97648 -4.03835
H 1.50782 0.72560 -2.72875
H -0.60879 1.05259 -3.10961
H -0.45591 2.26203 -1.85670
H -1.39660 0.73244 -1.63017
H -1.01168 1.40037 0.84690
H 0.88397 2.91683 2.68751
H 1.36448 2.86425 0.87848
H -0.10554 3.63866 1.35774
H -0.92144 1.39937 3.46446
H 0.40170 0.23247 3.17699
H -1.28478 -0.04783 2.71450

Frontier orbital gap = 8.56 eV
SMILES = CC1=CN(C)[C@@H](C)N=[S@@]1(=O)C(C)C
Charge = 0
E = -25483.415 eV
HOMO level = -7.811 eV
Strongest force on any atom = 4.70 eV Å⁻¹
Energy above the lowest of the compared OMol25 structures with the same formula, charge and spin = 4.666 eV


# 5
Computed, not measured: a cluster of 2 separate species, C9H18N3 in total at a distorted geometry, with ωB97M-V with the def2-TZVPD basis set.

Cartesian coordinates (Å):
C -2.01032 -1.79757 -1.88144
C -0.75694 -2.45022 -1.93229
C -1.82470 -0.56544 -1.44245
C 0.17034 -1.62109 -1.46253
C 2.53106 0.07009 -0.91511
C 1.87674 2.32073 -0.05236
C -1.50153 1.04522 2.07528
C -0.66533 -1.12519 1.88494
C 0.15682 0.72812 -0.67008
N -0.44813 -0.41603 -1.09023
N 1.45952 0.95472 -0.49300
N -0.23684 0.28444 1.93082
H -3.00785 -2.04556 -2.18736
H -0.48465 -3.42071 -2.29271
H -2.54039 0.33612 -1.36891
H 1.22682 -1.73856 -1.38381
H 3.44881 0.79816 -1.06297
H 2.64263 -0.61659 -0.12129
H 2.28661 -0.24512 -2.01794
H 2.57718 2.42531 0.73315
H 2.11056 2.76923 -0.92319
H 0.95132 2.61305 0.40489
H -1.27238 2.23480 2.04677
H -2.24415 0.80706 1.14990
H -2.04861 0.75374 3.09500
H -1.57409 -1.24109 1.46128
H 0.21810 -1.73466 1.46048
H -0.92664 -1.35631 2.97609
H -0.51504 1.70777 -0.57790
H 0.40111 0.52560 2.65698

Frontier orbital gap = 8.79 eV
Charge = +1
E = -14085.479 eV
HOMO level = -12.395 eV
Strongest force on any atom = 6.09 eV Å⁻¹
Energy above the lowest of the compared OMol25 structures with the same formula, charge and spin = 3.017 eV


# 6
Computed, not measured: a structure of composition C9H18N4NaOS4, with ωB97M-V with the def2-TZVPD basis set.

Cartesian coordinates (Å):
Na -0.04134 -0.48661 -0.19865
N 0.25223 -0.05319 2.05931
C -0.03956 1.34449 2.34018
C 0.77490 2.23295 1.39074
N 0.61186 1.91601 -0.03131
C -0.45646 2.66145 -0.69615
C -1.81751 1.94636 -0.68376
N -1.74710 0.65584 -1.38164
C 1.89857 1.84416 -0.74393
C 2.59220 0.48132 -0.57924
N 1.94646 -0.54866 -1.41603
H -0.54705 -0.68446 2.15811
H 1.00642 -0.43159 2.61591
H 0.16992 1.65303 3.37115
H -1.10834 1.51197 2.19102
H 1.83079 2.09672 1.64192
H 0.54607 3.29461 1.57130
H -0.17281 2.80490 -1.74159
H -0.56784 3.66380 -0.25513
H -2.55239 2.62788 -1.12660
H -2.13982 1.77233 0.34413
H -2.11944 0.72281 -2.31968
H -2.27932 -0.07642 -0.88977
H 2.57158 2.65398 -0.42296
H 1.70904 1.99006 -1.80895
H 2.52209 0.16671 0.46463
H 3.65959 0.60401 -0.79287
H 1.95836 -1.47767 -0.96547
H 2.42030 -0.63426 -2.30634
O -2.31043 -6.77553 -1.46225
C -1.91759 -5.74697 -0.95121
S -0.23253 -5.38958 -0.59735
C -0.44643 -3.79049 0.10824
C -1.72079 -3.33820 0.16620
S -2.33647 -1.79643 0.78529
S -2.96058 -4.41384 -0.46995
S 1.04342 -3.00145 0.63271

Frontier orbital gap = 4.71 eV
Charge = -1
E = -65394.156 eV
HOMO level = -2.872 eV
Strongest force on any atom = 0.68 eV Å⁻¹


# 7
Computed, not measured: the ion C9H18NO4 with charge +1 at a distorted geometry, with ωB97M-V with the def2-TZVPD basis set.

Cartesian coordinates (Å):
C 3.15968 -0.54287 -0.17303
C 1.81565 0.09273 -0.13925
O 1.80227 1.29036 -0.89396
C 0.80896 0.03331 1.05529
C 1.16676 -0.72934 2.37726
O -0.21742 0.96111 1.10540
C -1.07540 1.03051 0.00921
C -2.50481 1.20581 0.57931
N -0.72777 2.23547 -0.71014
C -0.73433 -0.24706 -0.96483
C -1.86008 -1.35054 -0.86428
O -0.71409 0.20342 -2.27286
C 0.55392 -0.80489 -0.32278
O 0.79738 -2.16008 -0.35434
H 3.20760 -1.57516 0.29414
H 3.90108 0.18338 0.30227
H 3.55604 -0.74194 -1.25954
H 2.38108 1.08606 -1.68668
H 2.11090 -1.37107 2.18480
H 0.25879 -1.18717 2.80431
H 1.50736 -0.05166 3.20631
H -2.33414 1.99120 1.38697
H -3.06243 0.40709 1.10164
H -3.07048 1.71656 -0.14829
H 0.35740 2.15573 -0.85124
H -1.13928 3.10626 -0.37874
H -1.07492 2.01554 -1.59372
H -2.05138 -1.53264 0.18250
H -1.63066 -2.10546 -1.50755
H -2.80842 -0.91347 -1.14710
H -1.03007 -0.48708 -2.88366
H 0.84940 -2.66070 0.56331

Frontier orbital gap = 9.93 eV
SMILES = C[C@]1(O)[C@@]2(C)O[C@@](C)([NH3+])[C@@](C)(O)[C@@]12O
Charge = +1
E = -19296.320 eV
HOMO level = -12.587 eV
Strongest force on any atom = 4.51 eV Å⁻¹
Energy above the lowest of the compared OMol25 structures with the same formula, charge and spin = 3.197 eV


# 8
Computed, not measured: an isolated molecule of C9H18Si at a distorted geometry, with ωB97M-V with the def2-TZVPD basis set.

Cartesian coordinates (Å):
C -1.84701 -1.77408 2.03060
C -1.06483 -0.73327 1.80543
Si -0.17992 -0.36777 0.09204
C -1.12084 -1.33694 -1.25046
C -2.43512 -1.53615 -1.40579
C 1.70688 -1.32417 0.29583
C 2.63053 -1.05730 -0.84912
C 0.22222 1.44533 -0.39813
C 1.01473 2.32474 0.55852
C -1.17907 2.16974 -0.47279
H -2.52904 -1.64162 2.88701
H -1.80354 -2.80865 1.46433
H -1.14277 0.25801 2.46069
H -0.55400 -1.98377 -1.72342
H -2.93230 -2.28183 -2.08005
H -3.11148 -0.95484 -0.98980
H 2.25442 -1.05209 1.14037
H 1.56739 -2.42626 0.50404
H 2.08202 -1.51435 -1.64404
H 2.82408 -0.04864 -0.93165
H 3.64531 -1.45734 -0.78852
H 0.50444 1.34396 -1.45781
H 1.10241 3.26483 0.18157
H 0.49350 2.36540 1.42848
H 1.89023 1.83774 0.84693
H -1.12318 3.21229 -0.39587
H -1.91227 1.91895 0.25084
H -1.77111 2.12542 -1.31358

Frontier orbital gap = 10.03 eV
SMILES = C=C[Si](C=C)(CC)C(C)C
Charge = 0
E = -17498.791 eV
HOMO level = -9.004 eV
Strongest force on any atom = 5.04 eV Å⁻¹
Energy above the lowest of the compared OMol25 structures with the same formula, charge and spin = 2.916 eV


Please write out number 8 again, unchanged.
Computed, not measured: an isolated molecule of C9H18Si at a distorted geometry, with ωB97M-V with the def2-TZVPD basis set.

Cartesian coordinates (Å):
C -1.84701 -1.77408 2.03060
C -1.06483 -0.73327 1.80543
Si -0.17992 -0.36777 0.09204
C -1.12084 -1.33694 -1.25046
C -2.43512 -1.53615 -1.40579
C 1.70688 -1.32417 0.29583
C 2.63053 -1.05730 -0.84912
C 0.22222 1.44533 -0.39813
C 1.01473 2.32474 0.55852
C -1.17907 2.16974 -0.47279
H -2.52904 -1.64162 2.88701
H -1.80354 -2.80865 1.46433
H -1.14277 0.25801 2.46069
H -0.55400 -1.98377 -1.72342
H -2.93230 -2.28183 -2.08005
H -3.11148 -0.95484 -0.98980
H 2.25442 -1.05209 1.14037
H 1.56739 -2.42626 0.50404
H 2.08202 -1.51435 -1.64404
H 2.82408 -0.04864 -0.93165
H 3.64531 -1.45734 -0.78852
H 0.50444 1.34396 -1.45781
H 1.10241 3.26483 0.18157
H 0.49350 2.36540 1.42848
H 1.89023 1.83774 0.84693
H -1.12318 3.21229 -0.39587
H -1.91227 1.91895 0.25084
H -1.77111 2.12542 -1.31358

Frontier orbital gap = 10.03 eV
SMILES = C=C[Si](C=C)(CC)C(C)C
Charge = 0
E = -17498.791 eV
HOMO level = -9.004 eV
Strongest force on any atom = 5.04 eV Å⁻¹
Energy above the lowest of the compared OMol25 structures with the same formula, charge and spin = 2.916 eV


Please write out number 1 again, unchanged.
Computed, not measured: the ion C9H18N with charge +1 at a distorted geometry, with ωB97M-V with the def2-TZVPD basis set.

Cartesian coordinates (Å):
C 1.29471 1.96100 1.53290
C 1.66359 1.45936 0.37988
C 1.23331 0.26144 -0.21368
C 2.10114 -0.23234 -1.36845
C -0.41368 -0.33778 -0.47934
C -1.64026 0.42112 -0.11856
C -2.41004 0.73640 -1.30012
C -2.35269 -0.36252 0.88625
N 0.53275 -0.80179 0.52127
C 1.05983 -2.20279 0.45070
H 1.83608 2.87226 1.87646
H 0.81588 1.59061 2.42472
H 2.15842 2.18595 -0.30263
H 1.87542 0.51245 -2.09722
H 1.86675 -1.15531 -1.76613
H 3.15791 -0.30930 -0.99986
H -0.37972 -1.04396 -1.31248
H -1.27310 1.47306 0.32605
H -2.91950 -0.05330 -1.84393
H -1.77925 1.27147 -2.02723
H -3.08946 1.60194 -0.97220
H -2.47950 -1.39587 0.44070
H -3.36947 0.05293 1.13288
H -1.71780 -0.32110 1.87258
H 0.41445 -0.50236 1.45003
H 2.17604 -2.06067 0.62913
H 0.80696 -2.95339 1.32924
H 0.83125 -2.66749 -0.45096

Frontier orbital gap = 10.22 eV
SMILES = C=C[C@]1(C)[C@H](C(C)C)[N@H+]1C
Charge = +1
E = -11104.985 eV
HOMO level = -13.331 eV
Strongest force on any atom = 5.94 eV Å⁻¹
Energy above the lowest of the compared OMol25 structures with the same formula, charge and spin = 2.739 eV